1.
36
Properties=species:S:1:pos:R:3:lowdin_spin:R:1 method="wB97M-V/def2-TZVPD" multiplicity=6 e_homo_ev="-15.9861 / -17.4780" total_charge=+2 e_above_lowest_kcal_mol=13.66
O -0.926 0.855 1.197 0.0327
C -0.012 -2.698 -0.856 0.1069
H 2.929 -1.215 3.328 0.0000
H -1.548 2.708 2.035 0.0008
P -0.395 -0.236 0.051 0.1095
H -0.351 1.832 -3.653 0.0000
C -2.582 -3.547 -0.549 0.0968
H 0.691 -0.277 -2.812 0.0007
C -1.047 -2.197 2.372 0.0430
C 1.709 -0.227 1.877 0.0024
H 0.833 2.701 0.085 0.0003
H 1.364 1.747 -4.050 0.0003
H 1.807 0.652 -1.798 0.0009
C -1.888 -1.436 -2.517 0.0802
C 0.829 0.648 -2.267 0.0020
O -2.001 -1.002 -3.603 0.1444
O -3.187 -4.609 -0.614 0.1548
C 0.663 1.821 -3.201 0.0010
H 0.340 4.068 1.062 0.0005
C -3.026 -0.903 -0.039 0.1166
C 0.373 2.963 1.062 0.0019
Mn -1.695 -1.952 -0.808 3.7744
H -1.616 2.609 0.286 0.0004
H 0.840 2.778 -2.664 0.0000
O 1.167 -0.412 0.518 0.0343
H 0.894 -0.009 2.599 0.0006
C 2.465 -1.445 2.370 0.0003
O -0.206 0.790 -1.235 0.0762
O -3.882 -0.171 0.223 0.0948
H 1.003 2.636 1.916 0.0000
H 1.802 -2.280 2.541 0.0002
O 1.031 -3.217 -1.085 0.1120
H 2.373 0.668 1.864 0.0011
O -0.973 -2.238 3.553 0.0042
H 3.221 -1.758 1.664 0.0000
C -1.000 2.355 1.148 0.0057

---

2.
27
Properties=species:S:1:pos:R:3:lowdin_spin:R:1 method="wB97M-V/def2-TZVPD" multiplicity=2 e_homo_ev="0.6283 / -3.0161" total_charge=-1 e_above_lowest_kcal_mol=19.97
H 2.669 -2.372 -0.760 0.0000
H -2.490 0.357 1.763 0.0082
H 1.907 -0.262 3.901 0.0036
C -2.981 1.850 -2.093 0.0013
C 1.077 -0.938 0.924 0.0602
H -2.507 2.571 -1.434 0.0006
H -2.214 1.011 -4.022 0.0012
H 3.799 -1.004 -0.763 0.0036
H -4.067 1.984 -2.066 0.0001
C -0.474 0.348 2.384 0.2053
C -2.283 1.944 -3.457 0.0051
H -2.153 -1.172 -0.163 0.0010
C 3.021 -0.682 2.161 0.1589
H 4.037 -0.799 2.488 0.0255
C -0.007 -1.223 0.022 0.1978
C -1.277 -0.849 0.394 0.0620
H 0.211 -1.822 -0.855 0.0234
H 4.179 -2.331 0.192 0.0005
H -2.738 2.750 -4.023 0.0004
C 3.301 -1.745 -0.126 0.0040
C 0.818 -0.204 2.083 0.0122
H -1.207 2.041 -3.270 0.0032
N 1.943 -0.131 2.901 0.0206
H -2.899 0.801 -1.803 0.0004
H -0.608 1.202 3.037 0.0258
C -1.527 -0.091 1.556 0.1443
C 2.469 -1.235 1.030 0.0309

---

3.
27
Properties=species:S:1:pos:R:3:mulliken_charge:R:1 method="wB97M-V/def2-TZVPD" e_homo_ev=-7.9026 e_above_lowest_kcal_mol=16.05
C -0.823 1.087 3.433 -1.0338
H -0.586 0.604 1.326 0.1349
H 0.945 0.721 2.261 0.2453
C -1.530 -1.435 -0.831 -0.6800
H -0.824 0.483 4.337 0.2902
H -0.072 -0.711 2.428 0.2232
C -1.185 -0.436 -1.669 0.4440
C 2.789 -0.109 -0.331 -0.3424
C 1.165 0.748 -1.935 -0.4613
C 2.370 0.872 -1.279 -0.5474
C 0.213 -0.201 -1.474 0.9759
H -1.744 1.371 -2.721 0.3139
H 2.260 -1.937 0.667 0.3377
H -1.868 1.168 3.128 0.2898
H -2.478 -1.899 -0.607 0.3967
H -0.545 -2.597 0.567 0.2725
H -3.060 0.418 -2.181 0.3440
N -0.405 -1.952 -0.201 0.0375
H 2.869 1.822 -1.423 0.3481
C 2.001 -1.193 -0.077 -0.8550
H 3.766 0.058 0.091 0.4024
H -0.370 2.059 3.597 0.2999
C -0.082 0.361 2.254 -0.4323
C -2.046 0.326 -2.604 -1.3504
H -2.268 -0.029 -3.613 0.2829
H 0.835 1.518 -2.623 0.3347
C 0.671 -1.116 -0.519 -0.2712

---

4.
27
Properties=species:S:1:pos:R:3:mulliken_charge:R:1 method="wB97M-V/def2-TZVPD" e_homo_ev=-7.8725 e_above_lowest_kcal_mol=13.43
C -1.110 1.001 -1.174 0.5623
H 0.165 -0.590 1.774 0.0119
H 2.358 -1.656 -0.814 0.3708
N -0.217 -1.027 -1.502 -0.0259
H -1.864 -2.927 2.054 0.3607
C -1.360 -0.253 -1.669 -0.9662
H 0.877 3.096 -0.288 0.3845
H -2.272 -0.533 -2.168 0.3845
C 1.132 2.046 -0.370 -0.5236
H 4.016 0.259 -0.243 0.3804
H 0.199 -1.553 3.247 0.3074
H -2.250 2.319 0.039 0.2915
C 0.239 1.015 -0.702 1.2680
H -1.199 -2.377 0.658 0.1175
C 2.465 1.742 -0.204 -0.5256
H -0.228 -3.283 1.836 0.2614
H -0.389 -2.020 -1.562 0.2839
C -0.440 -1.208 2.434 -0.5331
H -1.232 -0.596 2.859 0.2582
C -0.931 -2.456 1.715 -0.7922
H -3.085 1.796 -1.393 0.3707
H -1.822 3.064 -1.459 0.3032
C 2.117 -0.603 -0.717 -0.7108
C 2.954 0.420 -0.373 -0.4679
H 3.217 2.497 -0.025 0.3686
C -2.108 2.104 -1.027 -1.3170
C 0.768 -0.277 -0.924 -0.4233